Record 1
Entry from the OMol25 dataset: a structure of composition C10H18N4O3SZn at a distorted geometry (ωB97M-V with the def2-TZVPD basis set).

HOMO level (eV): -8.66
Max |F| (eV/A): 1.0
Frontier orbital gap (eV): 8.674
Total charge: 0
Lowest unoccupied orbital energy (eV): 0.01
Molar mass (g/mol): 339.7
Total energy (eV): -82021.257
Spin multiplicity: 1

Each line ends with the Mulliken charge.
Positions of all 37 atoms, in Å:
Zn -1.16 1.54 0.04  0.8493
N -1.14 2.73 1.86  -0.4548
C -0.03 3.71 1.92  -0.5286
C 0.23 4.34 0.55  -0.6847
C 0.97 3.36 -0.38  0.6881
O 2.14 3.54 -0.64  -0.6401
O 0.27 2.35 -0.81  -0.7705
H -2.02 3.24 1.80  0.3010
H -1.18 2.20 2.73  0.2335
H 0.87 3.18 2.24  0.3494
H -0.25 4.49 2.65  0.3866
H 0.85 5.22 0.66  0.3303
H -0.72 4.62 0.09  0.3117
S -3.42 1.49 -0.43  -0.3545
C -3.27 0.72 -1.91  0.3538
N -3.20 0.18 -2.93  -0.5367
C 0.35 -0.40 -2.28  -0.7565
N 0.41 -1.49 -1.32  0.2415
C 1.07 -2.69 -1.81  -0.6006
C 0.69 -3.89 -0.97  -0.7453
C 0.98 -3.57 0.47  -0.6189
N 0.31 -2.34 0.85  0.1650
C 0.10 -2.14 2.27  -1.1169
C 0.06 -1.33 -0.03  0.7829
O -0.50 -0.30 0.40  -0.9277
H -0.02 -0.78 -3.23  0.3439
H 1.33 0.05 -2.42  0.2747
H -0.33 0.37 -1.96  0.1460
H 2.16 -2.55 -1.81  0.3010
H 0.76 -2.84 -2.85  0.3931
H 1.24 -4.78 -1.29  0.3620
H -0.38 -4.10 -1.09  0.3083
H 2.06 -3.48 0.64  0.2936
H 0.61 -4.36 1.13  0.3731
H -0.50 -2.96 2.67  0.3407
H -0.42 -1.20 2.43  0.2826
H 1.06 -2.12 2.80  0.3238

***

Record 2
Entry from the OMol25 dataset: a structure of composition C49H51CsFIN4O4S at a distorted geometry (ωB97M-V with the def2-TZVPD basis set).

HOMO level (eV): -1.68
Max |F| (eV/A): 1.4
Frontier orbital gap (eV): 5.341
Total charge: -2
Lowest unoccupied orbital energy (eV): 3.67
Molar mass (g/mol): 1070.8
Total energy (eV): -87993.064
Spin multiplicity: 1

Each line ends with the Mulliken charge.
Positions of all 112 atoms, in Å:
Cs 0.73 -0.52 0.91  1.4805
C -0.69 -5.39 1.72  -0.6623
C -0.86 -4.70 3.04  0.6493
N -1.25 -5.40 4.07  -0.8179
C -1.35 -4.79 5.28  -1.0618
C -0.97 -3.50 5.49  0.9763
C -1.04 -2.93 6.88  -0.8725
O -1.96 -1.84 7.02  -0.5907
C -0.53 -2.70 4.40  0.5042
C 0.12 -1.44 4.65  -1.5551
N 0.34 -0.50 3.81  0.3758
C 1.25 0.50 4.14  -0.5101
C 2.53 0.19 4.61  0.1836
C 3.46 1.18 4.87  -0.8182
C 3.14 2.51 4.66  -0.5526
C 1.87 2.85 4.19  -0.3950
C 0.94 1.85 3.93  -0.0610
I -0.96 2.38 3.25  0.2299
C -0.56 -3.27 3.08  -0.5721
O -0.28 -2.64 2.03  -0.3213
H -0.76 -6.47 1.87  0.4084
H 0.27 -5.13 1.27  0.0971
H -1.46 -5.08 1.00  0.0856
H -1.72 -5.40 6.09  0.2697
H -0.05 -2.62 7.23  0.2454
H -1.40 -3.71 7.57  0.3861
H -1.94 -1.33 6.20  0.4720
H 0.50 -1.31 5.68  0.5163
H 2.79 -0.86 4.72  0.4858
H 4.45 0.90 5.21  0.3571
H 3.87 3.29 4.84  0.3636
H 1.61 3.88 4.01  0.3989
C -3.10 4.69 -0.30  -1.5621
C -3.86 3.44 -0.74  0.7244
C -3.68 2.32 0.29  -1.1565
C -3.58 2.95 -2.16  1.1168
C -4.68 2.92 -3.02  -1.1253
C -4.59 2.39 -4.30  -1.2392
C -3.38 1.86 -4.70  -1.0579
C -2.25 1.87 -3.88  0.7692
C -0.99 1.23 -4.46  0.6607
C 0.04 2.27 -4.91  -1.2281
C -0.34 0.17 -3.58  -1.0593
C -2.32 2.45 -2.59  -0.5720
N -1.26 2.39 -1.71  0.1991
C -0.38 3.38 -1.58  0.5421
C -0.34 4.61 -2.31  -0.0875
C 0.63 5.57 -2.09  -0.8147
C 1.63 5.41 -1.13  -0.8183
C 1.62 4.22 -0.39  -0.1593
C 0.66 3.27 -0.62  -0.5383
F 0.70 2.14 0.15  0.1190
H -3.58 5.11 0.59  0.4941
H -3.10 5.46 -1.08  0.3309
H -2.07 4.48 -0.05  0.1882
H -4.92 3.70 -0.74  0.5033
H -2.66 1.92 0.24  0.0458
H -4.36 1.49 0.10  0.1941
H -3.86 2.70 1.30  0.4674
H -5.63 3.30 -2.66  0.3041
H -5.45 2.37 -4.95  0.3672
H -3.29 1.41 -5.68  0.3357
H -1.33 0.72 -5.37  0.5111
H 0.44 2.82 -4.06  -0.0769
H -0.41 2.99 -5.60  0.3221
H 0.88 1.78 -5.42  0.5033
H 0.02 0.59 -2.64  -0.1025
H 0.51 -0.28 -4.10  0.5484
H -1.05 -0.63 -3.33  0.1156
H -1.11 4.77 -3.06  0.4475
H 0.60 6.48 -2.68  0.3082
H 2.38 6.16 -0.97  0.3389
H 2.36 4.02 0.37  0.4345
C -0.23 -3.43 -1.53  -0.2950
O -1.35 -2.57 -1.61  -0.3595
C -2.33 -2.84 -0.63  1.3133
C -3.21 -1.60 -0.48  -1.0290
O -2.80 -0.77 0.59  0.1183
C -3.21 -1.25 1.85  -0.6041
H -0.50 -4.47 -1.77  0.2983
H 0.21 -3.41 -0.53  -0.0250
H 0.51 -3.07 -2.25  0.2385
H -1.85 -3.06 0.32  -1.0119
H -2.93 -3.71 -0.94  0.3447
H -4.26 -1.88 -0.35  0.3576
H -3.12 -0.99 -1.38  0.1301
H -4.30 -1.23 1.94  0.3564
H -2.77 -0.60 2.60  0.0825
H -2.86 -2.27 2.04  0.1935
S 5.03 -1.79 -2.96  -0.4859
C 4.58 -0.20 -3.49  0.8917
C 5.06 0.55 -4.56  -0.6462
C 4.55 1.82 -4.75  -0.5038
C 3.58 2.34 -3.88  -0.6894
C 3.11 1.60 -2.82  0.3627
C 3.61 0.31 -2.62  -1.4395
N 3.22 -0.53 -1.59  0.0490
C 3.86 -1.65 -1.61  -0.2891
C 3.73 -2.76 -0.64  0.9547
C 4.27 -4.01 -0.98  -0.7405
C 4.19 -5.05 -0.07  -0.7428
C 3.57 -4.83 1.16  -0.6095
C 3.02 -3.59 1.44  -0.3059
C 3.08 -2.47 0.58  0.1574
H 5.80 0.14 -5.23  0.3651
H 4.90 2.42 -5.58  0.3547
H 3.19 3.34 -4.05  0.4851
H 2.35 1.99 -2.15  0.5776
H 4.72 -4.18 -1.95  0.2720
H 4.60 -6.03 -0.32  0.3469
H 3.51 -5.64 1.88  0.3497
H 2.51 -3.48 2.40  0.1883

***

Record 3
Entry from the OMol25 dataset: a cluster of 2 separate species, C6H16N2 in total at a distorted geometry (ωB97M-V with the def2-TZVPD basis set).

HOMO level (eV): -7.99
Max |F| (eV/A): 2.5
Frontier orbital gap (eV): 9.058
Total charge: 0
Lowest unoccupied orbital energy (eV): 1.06
Molar mass (g/mol): 116.2
Total energy (eV): -9459.415
Spin multiplicity: 1

Each line ends with the Mulliken charge.
Positions of all 24 atoms, in Å:
C 1.25 1.00 1.40  -1.1716
C 1.17 -0.25 0.57  0.2577
C 0.85 -1.47 1.04  -0.3630
C 0.69 -1.87 2.48  -1.2758
H 0.33 1.58 1.30  0.1756
H 2.09 1.62 1.08  0.2679
H 1.37 0.80 2.46  0.4413
H 1.68 -0.20 -0.39  0.3391
H 0.98 -2.32 0.37  0.3803
H 0.41 -1.04 3.13  0.3465
H 1.61 -2.31 2.87  0.2998
H -0.08 -2.64 2.57  0.3292
C -2.26 -0.30 -0.87  -1.0120
C -1.41 0.88 -1.30  -0.4009
N 0.03 0.47 -1.70  -0.0748
N 0.75 1.37 -2.55  -0.7024
H -1.83 -0.77 0.01  0.1851
H -2.32 -1.05 -1.67  0.3022
H -3.28 0.04 -0.64  0.3522
H -1.88 1.39 -2.17  0.4077
H -1.31 1.61 -0.50  0.2079
H -0.02 -0.42 -2.20  0.2332
H 1.02 2.17 -1.99  0.2274
H 0.17 1.71 -3.32  0.2476

***

Record 4
Entry from the OMol25 dataset: an isolated molecule of CH11NSi4 (ωB97M-V with the def2-TZVPD basis set).

HOMO level (eV): -9.12
Max |F| (eV/A): 1.0
Frontier orbital gap (eV): 9.762
Total charge: 0
Lowest unoccupied orbital energy (eV): 0.64
Molar mass (g/mol): 149.5
Total energy (eV): -34215.637
Spin multiplicity: 1

Each line ends with the Mulliken charge.
Positions of all 17 atoms, in Å:
C 1.06 2.10 0.41  -1.1357
N 0.45 0.82 0.13  0.2900
Si -1.03 0.91 -0.80  0.1556
Si -1.66 -1.29 -1.08  0.2375
Si -0.06 -2.35 0.22  0.2373
Si 1.14 -0.53 0.99  0.1535
H 2.13 1.97 0.59  0.3491
H 0.94 2.77 -0.44  0.3507
H 0.62 2.57 1.29  0.3314
H -1.98 1.78 -0.08  -0.1142
H -0.68 1.67 -2.02  -0.1312
H -3.06 -1.51 -0.66  -0.1229
H -1.70 -1.68 -2.50  -0.1172
H 0.79 -3.32 -0.49  -0.1173
H -0.59 -3.16 1.33  -0.1228
H 2.58 -0.49 0.68  -0.1300
H 1.04 -0.26 2.43  -0.1138